38
Properties=species:S:1:pos:R:3:forces:R:3 method="wB97M-V/def2-TZVPD" homo_lumo_gap_ha=0.2289 de_lowest_kcal_mol=10.53 fmax_ev_per_a=1.83 homo_energy_ha=-0.3240 lumo_energy_ev=-2.588
Au 1.104812 0.390801 -0.434224 1.5 0.9 0.2
O -2.551230 -4.877061 -0.843374 -0.1 -0.1 -0.1
C -1.807739 -3.754368 -0.758114 0.1 0.1 0.1
C -1.429097 -3.026695 -1.884712 0.2 0.3 0.0
C -0.661650 -1.889860 -1.671593 -0.2 -0.2 -0.3
N -0.316066 -1.502501 -0.465915 0.1 0.2 0.2
C -0.655247 -2.180969 0.616216 -0.3 -0.4 0.2
C -1.414479 -3.335167 0.514096 0.1 0.1 -0.1
C -0.138451 -1.618023 1.956764 -0.2 -0.2 -0.1
O -0.329032 -2.311638 2.943251 -0.1 -0.4 0.4
O 0.443687 -0.501306 1.880628 0.0 0.2 0.0
C -0.157472 -0.992504 -2.792856 0.0 -0.1 0.1
O -0.451058 -1.242531 -3.937001 -0.2 -0.2 -0.4
O 0.575231 0.031118 -2.449513 0.0 -0.1 0.3
H -2.752923 -5.068286 -1.768732 0.0 0.0 0.1
H -1.699802 -3.313284 -2.891527 0.0 0.0 0.0
H -1.682342 -3.886751 1.402269 0.0 0.0 0.0
N 3.400759 -0.846405 2.181505 0.1 0.1 -0.3
C 2.955713 -0.216362 1.110276 0.5 -0.5 0.7
O 2.844050 -0.756716 -0.023578 -0.3 -0.2 -0.4
C 2.514249 1.181219 1.166732 -1.6 -0.3 -0.9
C 1.965046 1.713893 2.369437 0.0 0.2 0.4
N 1.598126 2.197288 3.345147 0.0 0.0 -0.1
C 3.104524 2.118832 0.272833 0.8 0.3 -0.1
N 3.589084 2.899301 -0.421734 -0.1 0.0 0.0
H 3.497287 -1.849235 2.141364 -0.1 0.0 0.0
H 3.348031 -0.403866 3.085464 0.0 0.0 0.0
I -4.406397 2.061279 0.258349 0.0 0.0 0.0
C -2.444510 2.576730 -0.166942 0.0 0.0 0.0
C -2.069596 3.893425 -0.395716 0.0 -0.1 0.0
C -0.745429 4.174751 -0.679874 0.1 -0.1 0.0
C 0.171570 3.141327 -0.724645 0.0 0.2 -0.2
N -0.211242 1.887297 -0.493110 -0.3 0.0 0.1
C -1.481156 1.586444 -0.221415 -0.3 0.1 0.1
H -2.802130 4.686303 -0.350696 0.0 0.0 0.0
H -0.415416 5.184478 -0.870010 0.0 0.0 0.0
H 1.215521 3.302261 -0.958266 0.0 0.0 0.0
H -1.705217 0.546791 -0.040796 0.0 -0.1 0.0


100
Properties=species:S:1:pos:R:3:forces:R:3 method="wB97M-V/def2-TZVPD" smiles="O=CCB1OBOB(CCF)O1.NC(N)=O.NC(N)=O.NC(N)=O.NC(N)=O.NC(N)=O.NC(N)=O.NC(N)=O.NC(N)=O.NC(N)=O.NC(N)=O" homo_lumo_gap_ha=0.3353 fmax_ev_per_a=7.65 homo_energy_ha=-0.3397 lumo_energy_ev=-0.119
O -1.817850 -1.645666 3.451237 -1.2 6.8 -3.4
C -1.995090 -0.456634 2.865814 1.0 -4.3 1.1
C -2.445158 -0.298797 1.265057 -0.5 -1.3 0.9
B -3.640164 0.829111 1.126412 -0.5 1.5 -0.5
O -3.504374 2.220051 1.686604 -3.7 -2.7 0.3
B -4.848954 2.609536 2.182963 0.8 -1.9 -0.3
O -5.848279 1.601000 2.606462 2.2 -0.6 -3.0
B -5.881221 0.443920 1.675560 0.8 1.1 -0.6
C -6.822731 -0.865938 2.004609 -0.6 0.0 0.3
C -8.285924 -0.373078 2.562567 -0.2 0.4 1.3
F -9.399845 -0.544426 1.591214 2.4 0.0 1.9
O -4.973056 0.558303 0.479769 1.2 -0.3 4.6
H -1.775080 0.517544 3.491130 -0.5 -1.7 -1.2
H -1.511316 -0.098904 0.579773 -1.6 -0.1 1.6
H -2.902642 -1.354978 0.952617 1.1 2.2 0.6
H -5.102155 3.769570 2.267434 0.0 -0.2 0.2
H -6.311466 -1.462383 2.902546 -1.0 1.3 -1.9
H -6.939522 -1.619609 1.115932 0.2 1.6 1.7
H -8.314132 0.775181 2.886087 0.2 -2.5 -1.0
H -8.493405 -0.971900 3.572605 -0.1 1.1 -2.5
N 2.545672 -0.278180 0.550100 0.0 0.5 -0.1
C 1.549651 -0.025409 1.418289 0.7 -0.7 -0.6
N 1.258177 -1.044600 2.246490 -0.6 -0.5 1.1
O 0.958250 1.042114 1.451816 -0.7 0.8 0.1
H 3.044447 -1.150844 0.507358 0.1 0.3 -0.2
H 2.796657 0.462761 -0.091272 0.1 -0.5 0.2
H 0.514437 -0.895858 2.915874 0.3 -0.3 -0.2
H 1.733945 -1.931041 2.234085 -0.1 0.2 -0.1
N 2.729686 2.883688 2.635632 0.1 -0.7 -0.1
C 2.655951 4.224971 2.563355 -0.3 -0.5 -0.3
N 3.550292 4.875844 3.328955 0.9 1.4 0.7
O 1.843397 4.804459 1.860196 -0.2 0.4 -0.3
H 3.391842 2.388462 3.208735 -0.1 0.2 -0.1
H 2.074093 2.355529 2.074747 -0.2 -0.2 0.0
H 3.528811 5.886909 3.303751 0.0 -0.4 0.1
H 4.227166 4.416225 3.914511 -0.2 0.1 -0.1
N -4.081555 -4.456575 1.965371 0.1 0.2 1.5
C -4.017843 -4.132664 0.661253 -0.2 -0.2 -0.2
N -4.465978 -5.087100 -0.174124 -0.3 -0.1 -0.9
O -3.588175 -3.059785 0.267805 0.2 0.4 -0.3
H -4.432160 -5.334863 2.308636 0.1 0.2 -0.1
H -3.754031 -3.765902 2.627975 0.0 -0.3 -0.2
H -4.435549 -4.883622 -1.164588 -0.1 -0.3 0.4
H -4.823474 -5.976734 0.130889 0.2 0.1 -0.2
N -3.457956 3.910544 4.819738 -1.0 -1.3 -0.3
C -2.803805 4.914737 5.430791 0.0 0.4 0.7
N -1.857221 5.504437 4.678556 1.0 0.9 -0.4
O -3.049168 5.262586 6.575029 0.0 0.0 0.1
H -3.270127 3.609749 3.878255 0.1 0.1 0.2
H -4.178635 3.439746 5.351072 0.3 0.2 -0.2
H -1.341118 6.265190 5.100742 -0.2 -0.3 -0.2
H -1.640733 5.232128 3.734487 0.0 0.0 0.1
N -2.458448 -7.148920 -4.073751 0.0 -0.8 -0.9
C -2.736376 -6.615376 -2.870510 -0.1 -0.3 0.2
N -2.067716 -5.481282 -2.594192 0.4 1.1 0.7
O -3.530783 -7.119443 -2.092488 -0.4 -0.2 0.2
H -1.807464 -6.748492 -4.727986 -0.2 -0.1 -0.1
H -2.940455 -8.003205 -4.321162 0.5 0.3 0.3
H -2.247835 -5.047012 -1.698472 0.2 -0.1 -0.3
H -1.409687 -5.050999 -3.221999 -0.1 -0.1 0.1
N -4.279650 -6.555506 -8.569375 -0.2 0.6 -1.3
C -3.689397 -6.992582 -7.442314 0.5 0.0 0.1
N -4.534863 -7.511887 -6.533944 -0.5 -0.7 1.1
O -2.484408 -6.923502 -7.258704 0.3 0.0 0.1
H -5.270146 -6.603918 -8.738843 0.2 0.0 0.0
H -3.678930 -6.157273 -9.279229 -0.3 -0.1 0.3
H -4.131374 -7.852659 -5.671147 -0.4 0.3 -0.5
H -5.529995 -7.577401 -6.667004 0.2 0.0 0.0
N 5.013303 0.463541 -2.509097 -0.9 0.5 -0.8
C 5.353144 -0.371916 -1.510988 0.5 0.1 -0.3
N 6.668999 -0.404771 -1.233368 0.5 -0.6 0.3
O 4.534005 -1.045616 -0.906321 -0.3 -0.5 0.2
H 5.673394 1.026382 -3.018641 -0.1 0.2 0.1
H 4.032317 0.518292 -2.749962 0.4 0.0 0.0
H 6.967316 -1.020855 -0.488522 0.1 0.4 -0.3
H 7.358758 0.142566 -1.720132 -0.1 -0.1 0.2
N 8.309680 3.973079 -2.340725 0.3 0.0 1.4
C 7.625485 3.750318 -3.477367 -0.4 -0.2 -0.1
N 8.276345 4.104886 -4.599993 0.3 0.2 -1.4
O 6.504936 3.265844 -3.489155 -0.2 -0.3 0.0
H 9.233205 4.371017 -2.310840 -0.2 -0.1 0.0
H 7.855640 3.720245 -1.472814 0.2 0.1 -0.3
H 7.796614 3.953858 -5.477716 0.2 0.1 0.3
H 9.199333 4.505220 -4.610525 -0.2 -0.1 0.0
N 8.077523 -0.801161 2.940685 0.3 -1.2 0.7
C 7.982638 0.119541 1.964465 0.2 -0.1 -0.4
N 7.374439 1.262047 2.331073 -0.5 1.4 -0.1
O 8.413381 -0.066625 0.837395 0.3 0.0 0.0
H 7.728954 -0.666188 3.874724 0.1 0.0 -0.2
H 8.528667 -1.675803 2.706557 -0.2 0.3 0.1
H 7.282378 1.981577 1.625985 0.0 -0.3 0.3
H 7.013257 1.433935 3.254267 0.1 -0.1 -0.2
N -0.570314 4.124331 -1.905449 -0.2 -1.5 -0.3
C -0.644049 5.465614 -1.977726 -0.4 0.5 -0.3
N 0.250292 6.116488 -1.212125 0.8 1.0 0.6
O -1.456603 6.045103 -2.680885 -0.2 0.1 -0.1
H 0.091842 3.629106 -1.332345 -0.1 0.1 0.0
H -1.225907 3.596173 -2.466334 0.3 0.2 0.3
H 0.228811 7.127553 -1.237329 0.0 -0.4 0.0
H 0.927166 5.656868 -0.626569 -0.1 0.0 0.1


54
Properties=species:S:1:pos:R:3:forces:R:3 method="wB97M-V/def2-TZVPD" smiles="CS[C@]1(C(=O)NCCOCCN(C)C(=O)Cn2cnc(C(N)=O)n2)C[C@H](O)C1" homo_lumo_gap_ha=0.3445 de_lowest_kcal_mol=39.94 fmax_ev_per_a=0.31 homo_energy_ha=-0.3347 lumo_energy_ev=0.267
C -0.418733 3.319364 1.274010 0.1 -0.2 0.0
S 0.866636 3.889575 2.408238 -0.1 0.2 0.0
C 0.289570 3.272167 4.016651 0.0 -0.3 -0.1
C -1.236155 3.199763 4.051664 0.0 0.2 0.1
O -1.844638 2.145952 4.044589 0.0 0.0 0.0
N -1.853468 4.406866 4.101004 0.0 0.0 0.0
C -3.293849 4.530456 4.002783 0.0 0.0 0.0
C -3.780618 4.474600 2.568767 0.0 0.0 0.0
O -3.078933 5.467422 1.845241 0.0 0.0 0.0
C -3.454061 5.547144 0.482778 0.0 0.0 0.0
C -2.414822 6.379908 -0.240133 0.0 0.0 0.0
N -2.228411 7.692240 0.364787 0.0 0.0 0.0
C -1.231921 7.850251 1.415015 0.0 0.0 0.0
C -3.101952 8.666468 0.020320 0.0 0.0 0.0
O -4.000793 8.498520 -0.785571 0.0 0.0 0.0
C -2.916174 10.002489 0.736764 0.0 0.0 0.0
N -3.674781 11.060331 0.118340 0.0 0.0 0.0
C -4.985151 11.141823 -0.167976 0.0 0.0 0.0
N -5.250952 12.301287 -0.722563 0.0 0.0 0.0
C -4.031412 12.905829 -0.760585 0.0 0.0 0.0
C -3.825967 14.276646 -1.327392 0.0 0.0 0.0
N -4.972917 14.819529 -1.800895 0.0 0.0 0.0
O -2.745797 14.824729 -1.350027 0.0 0.0 0.0
N -3.049490 12.190465 -0.261713 0.0 0.0 0.0
C 0.921025 1.966138 4.551293 0.0 0.0 0.0
C 1.040776 2.651507 5.924315 0.0 0.0 0.0
O 2.158833 2.400217 6.733425 0.0 0.0 0.0
C 0.912738 4.019246 5.222403 0.0 0.0 0.0
H -0.039265 3.508327 0.270397 0.0 0.0 0.0
H -0.594521 2.250985 1.385286 0.0 0.0 0.0
H -1.342234 3.874664 1.421023 0.0 0.0 0.0
H -1.293055 5.219079 3.899208 0.0 0.0 0.0
H -3.749735 3.722788 4.573546 0.0 0.0 0.0
H -3.583896 5.480376 4.452934 0.0 0.0 0.0
H -3.581681 3.484516 2.140651 0.0 0.0 0.0
H -4.861710 4.655822 2.530564 0.0 0.0 0.0
H -3.488739 4.545227 0.035226 0.0 0.0 0.0
H -4.445883 6.001244 0.386344 0.0 0.0 0.0
H -1.452470 5.867606 -0.220957 0.0 0.0 0.0
H -2.721183 6.511832 -1.276685 0.0 0.0 0.0
H -1.691417 8.086270 2.376796 0.0 0.0 0.0
H -0.700740 6.908539 1.531313 0.0 0.0 0.0
H -0.503881 8.623223 1.164921 0.0 0.0 0.0
H -3.209622 9.884455 1.783368 0.0 0.0 0.0
H -1.879220 10.328734 0.719245 0.0 0.0 0.0
H -5.678010 10.341265 0.024294 0.0 0.0 0.0
H -5.832427 14.300112 -1.757870 0.0 0.0 0.0
H -4.937636 15.734899 -2.211611 0.0 0.0 0.0
H 0.324722 1.061765 4.469244 0.0 0.0 0.0
H 1.906287 1.819255 4.104792 0.0 0.0 0.0
H 0.166363 2.446987 6.541646 0.0 0.0 0.0
H 2.952903 2.476880 6.194000 0.0 0.0 0.0
H 1.900574 4.405221 4.958264 0.0 0.0 0.0
H 0.329817 4.806343 5.697841 0.0 0.0 0.0


10
Properties=species:S:1:pos:R:3:forces:R:3 method="wB97M-V/def2-TZVPD" charge=+1 homo_lumo_gap_ha=0.3769 de_lowest_kcal_mol=99.14 fmax_ev_per_a=3.79 homo_energy_ha=-0.5432 lumo_energy_ev=-4.523
C -0.654065 -0.426921 0.200900 -0.5 -0.2 1.7
C 1.971181 0.924287 -2.252438 0.9 1.3 -2.4
N 1.715292 0.355789 -1.291771 0.7 1.6 -3.2
N -0.771114 -0.134149 1.459014 -1.3 -0.7 2.7
O 1.397557 -0.271369 -0.348320 -0.5 -1.9 3.2
H -0.765716 -1.487139 -0.082919 0.6 0.8 -0.1
H -0.692532 0.407519 -0.438808 -0.6 0.4 -1.1
H 2.274961 1.413731 -3.258540 -0.7 -1.1 2.5
H -0.785590 -0.905920 2.199357 0.1 1.3 -1.6
H -1.119832 0.774785 1.912525 1.3 -1.4 -1.6